Here is C8H5ClN2O in the gas phase in a non-equilibrium geometry from the OMol25 dataset. Energies are from the ωB97M-V functional and the def2-TZVPD basis.

Cartesian coordinates (Å):
O (-2.042, -1.512, -3.037)
Cl (0.531, 0.119, 3.438)
N (-1.190, -0.733, -2.603)
C (-0.653, -1.647, 0.855)
C (-1.139, -1.916, -0.402)
C (1.259, 1.980, -0.045)
C (1.260, 1.616, 1.315)
C (0.552, 1.212, -0.975)
C (0.618, 0.457, 1.729)
C (0.022, -0.386, 0.770)
C (-0.076, 0.042, -0.558)
N (-0.795, -0.878, -1.261)
H (-0.720, -2.235, 1.785)
H (-1.646, -2.840, -0.646)
H (1.787, 2.861, -0.387)
H (1.774, 2.272, 2.021)
H (0.460, 1.588, -1.998)

HOMO   -8.702 eV
ΔE to the lowest compared entry with this formula, charge and spin   0.0 kJ/mol
SMILES   O=Nn1ccc2c(Cl)cccc21
LUMO   -0.78 eV
Gap between HOMO and LUMO   7.92 eV
Charge   0